[1]
Computed, not measured: a 11-piece molecular cluster, C15H46BBrNO14 overall, with ωB97M-V with the def2-TZVPD basis set.

charge = -1
energy = -117172.648 eV
F_max = 1.63 eV/A
frontier orbital gap = 7.44 eV

Geometry as XYZ:
```
78
C15H46BBrNO14 (ωB97M-V with the def2-TZVPD basis set)
C -3.0018 -2.5631 -1.4274
C -2.1558 -2.0552 -2.1155
C -0.9726 -1.6302 -2.9259
C -0.1284 -0.5106 -2.2763
N -0.1531 0.7371 -3.0494
Br -1.8840 1.3687 -3.3580
B -0.4370 -0.2429 -0.7329
O -0.7372 1.0556 -0.2621
O -0.3810 -1.2403 0.2315
C 1.3667 -1.0087 -2.2983
O 2.1796 -0.3897 -2.9938
O 1.6570 -2.0343 -1.6163
H -3.6789 -3.1628 -0.8719
H -1.3535 -1.3391 -3.9074
H -0.3360 -2.4976 -3.1030
H 0.4151 1.4481 -2.6130
H 0.0715 1.5395 -0.0716
H -1.1241 -1.1390 0.8335
C -0.6381 4.7174 -1.1045
O 0.0206 4.4277 -2.3378
H -0.0813 4.2476 -0.2979
H -0.6632 5.7968 -0.9407
H -1.6557 4.3212 -1.1200
H -0.4846 4.8474 -3.0370
C -3.0543 0.9571 1.8187
O -3.6544 -0.3005 2.1500
H -3.1915 1.1326 0.7565
H -3.5286 1.7663 2.3826
H -1.9898 0.9336 2.0368
H -3.5224 -0.4459 3.0891
C 2.4137 5.9049 0.5727
O 1.1672 6.4316 1.0285
H 2.5356 4.9064 0.9849
H 2.4226 5.8436 -0.5172
H 3.2406 6.5347 0.9113
H 1.0674 7.3094 0.6558
C -4.2493 6.3283 -0.5715
O -3.6139 6.0481 -1.8141
H -3.6730 5.8473 0.2150
H -4.2759 7.4061 -0.3860
H -5.2676 5.9304 -0.5612
H -4.1257 6.4735 -2.5052
C 1.6254 1.9108 2.9841
O 0.4468 1.8852 2.1838
H 1.9305 2.9484 3.1006
H 1.4293 1.4841 3.9715
H 2.4312 1.3535 2.4998
H 0.1835 0.9649 2.0814
C 4.6720 -2.7326 -3.6297
O 3.4413 -3.4167 -3.7663
H 5.3890 -3.1813 -4.3191
H 4.5491 -1.6744 -3.8747
H 5.0537 -2.8260 -2.6078
H 2.8267 -2.9984 -3.1463
C 4.1022 3.4404 -1.9688
O 4.7795 4.6038 -1.4799
H 3.3541 3.1531 -1.2351
H 3.6039 3.6542 -2.9163
H 4.8039 2.6144 -2.1030
H 5.4366 4.8509 -2.1329
C 1.3829 -5.2938 -0.1925
O 1.1870 -4.2982 0.8048
H 1.5890 -6.2409 0.3063
H 0.4853 -5.4003 -0.8090
H 2.2299 -5.0317 -0.8296
H 1.0064 -3.4658 0.3402
C -1.8635 -6.7920 2.0062
O -1.3801 -5.5919 2.5963
H -2.6275 -7.2117 2.6596
H -2.3060 -6.5881 1.0274
H -1.0536 -7.5182 1.8940
H -0.7031 -5.2355 2.0066
C -2.2024 -7.0471 6.2351
O -1.3108 -6.2386 5.4837
H -1.7098 -7.3214 7.1660
H -3.1208 -6.4988 6.4685
H -2.4542 -7.9602 5.6854
H -1.7522 -6.0012 4.6587
```



[2]
Computed, not measured: C5H8O2 in the gas phase, with ωB97M-V with the def2-TZVPD basis set.

energy = -9406.648 eV
F_max = 0.66 eV/A
frontier orbital gap = 9.21 eV

Geometry as XYZ:
```
15
C5H8O2 (ωB97M-V with the def2-TZVPD basis set)
C 1.5389 0.9141 -0.2905
C 0.4793 -0.0426 0.2396
O 0.8221 -0.6135 1.4922
C -0.9590 0.5013 0.3519
C -1.6772 -0.6413 -0.3297
O -0.7494 -1.0683 -1.3874
C 0.4606 -1.0766 -0.9163
H 1.2149 1.3223 -1.2562
H 1.7442 1.7295 0.4050
H 2.4545 0.3417 -0.4714
H 1.3613 -1.3979 1.3264
H -1.2584 0.5927 1.3990
H -1.1033 1.4680 -0.1421
H -2.6697 -0.5254 -0.7570
H -1.6589 -1.5038 0.3365
```



[3]
Computed, not measured: C5H8O2 in the gas phase, with ωB97M-V with the def2-TZVPD basis set.

energy = -9404.201 eV
F_max = 4.84 eV/A
frontier orbital gap (spin up / spin down) = 8.57 / 6.80 eV

Geometry as XYZ:
```
15
C5H8O2 (ωB97M-V with the def2-TZVPD basis set)
O 1.3269 0.2477 -1.6850
C 1.0927 0.9147 -0.5362
C 0.4078 0.0809 0.4876
C 0.5059 -1.3761 0.3946
C -0.9402 -1.7802 0.6724
O -1.2116 -2.9502 0.7502
C -0.9902 0.5001 0.1031
H 1.8439 0.8086 -2.2781
H 1.7665 1.7211 -0.2448
H -0.5389 1.5082 -0.4578
H 0.6212 0.4455 1.4880
H 0.7990 -1.7136 -0.6093
H 1.1815 -1.8811 1.0892
H -1.4408 -0.0529 -0.7193
H -1.6798 0.7794 0.8972
```



[4]
Computed, not measured: C14H17N3OS in the gas phase, with ωB97M-V with the def2-TZVPD basis set.

energy = -32148.273 eV
F_max = 0.78 eV/A
frontier orbital gap = 8.68 eV
SMILES = CCCC(=O)Nc1ccc2c(c1)nc1n2CCSC1

Geometry as XYZ:
```
36
C14H17N3OS (ωB97M-V with the def2-TZVPD basis set)
C 6.1433 1.6458 -0.2927
C 4.6761 1.2349 -0.2041
C 4.5447 -0.2848 -0.1882
C 3.1531 -0.8983 -0.0862
O 3.0200 -2.1037 -0.0575
N 2.1257 -0.0097 -0.0330
C 0.7473 -0.2438 0.0725
C -0.0775 0.8713 0.1250
C -1.4453 0.6673 0.2323
N -2.4707 1.5769 0.2971
C -3.5551 0.8640 0.3989
N -3.3259 -0.4856 0.4138
C -1.9678 -0.6476 0.2900
C -1.1416 -1.7569 0.2352
C 0.2157 -1.5412 0.1251
H 0.8922 -2.3774 0.0802
H -1.5344 -2.7617 0.2784
C -4.3899 -1.4429 0.3455
C -5.2869 -1.0961 -0.8378
H -4.6996 -1.0619 -1.7570
H -6.0924 -1.8199 -0.9476
S -6.0983 0.5321 -0.6259
C -4.9318 1.3703 0.5300
H -4.9707 2.4331 0.3033
H -5.3130 1.1963 1.5394
H -4.9731 -1.4276 1.2747
H -3.9655 -2.4412 0.2138
H 0.3202 1.8737 0.0848
H 2.3637 0.9705 -0.0650
H 5.1161 -0.6924 0.6504
H 4.9932 -0.7005 -1.0948
H 4.2515 1.6603 0.7095
H 4.1465 1.6508 -1.0658
H 6.2353 2.7293 -0.3078
H 6.6982 1.2661 0.5620
H 6.5967 1.2501 -1.1986
```



[5]
Computed, not measured: C3H4O3 in the gas phase, with ωB97M-V with the def2-TZVPD basis set.

energy = -9312.863 eV
F_max = 1.46 eV/A
frontier orbital gap = 9.19 eV

Geometry as XYZ:
```
10
C3H4O3 (ωB97M-V with the def2-TZVPD basis set)
O 0.7160 -1.1871 -1.6397
C 0.5737 -0.1937 -0.7555
C 0.1284 -0.4131 0.5768
O 1.3617 0.0964 0.7079
C -0.9215 1.6388 0.4894
O -1.0506 0.4203 0.9378
H 0.3259 -1.9889 -1.2613
H 0.5243 0.8053 -1.1669
H -0.0153 -1.4053 1.0159
H -1.6426 2.2274 1.0957
```



[6]
Computed, not measured: C11H16N3O9P in the gas phase, with ωB97M-V with the def2-TZVPD basis set.

energy = -43856.408 eV
F_max = 2.86 eV/A
frontier orbital gap = 10.04 eV
SMILES = O=C1C[C@@H]2C(=O)N3[C@H](COP(=O)(O)O)[C@H](O)[C@H](O)[C@@H]3CN2C(=O)N1

Geometry as XYZ:
```
40
C11H16N3O9P (ωB97M-V with the def2-TZVPD basis set)
O -3.2539 3.1060 -2.4018
O -3.1149 4.8101 1.5426
O -1.3185 -0.0465 2.1633
O 1.7543 1.3872 3.2171
O -0.1657 -0.8871 -3.5138
O 1.6659 -0.3336 -1.8242
O 0.0991 -0.1288 4.3444
O 2.7119 -0.1830 4.6766
O 1.4985 -1.0848 2.3925
C -3.1683 2.8458 -1.2144
C -3.0652 3.7633 0.9403
C -1.4131 0.2690 1.0013
N -3.6341 3.7686 -0.3020
N -2.4505 1.7051 -0.7964
N -0.8095 -0.4943 -0.0002
C -2.2162 2.6051 1.4912
C -2.4899 1.3459 0.6552
C -1.5229 1.0160 -1.7811
C -0.3967 -1.3559 -2.1782
C 1.5763 -0.6261 1.0195
C 0.8793 -1.3980 -1.3348
C -1.3536 -0.4459 -1.3470
C 0.4523 -1.2587 0.1447
P 1.5287 -0.0017 3.6377
H -1.0223 -0.7253 -3.9778
H 1.4028 -0.2385 -2.7609
H -0.5137 -0.1121 3.5396
H 2.5116 0.5894 5.2322
H -3.9375 4.6802 -0.6293
H -2.4107 2.4914 2.5331
H -1.1579 2.8802 1.3812
H -3.4836 0.9649 0.9090
H -1.9586 1.0610 -2.7976
H -0.5832 1.5319 -1.7874
H -0.7720 -2.3547 -2.2344
H 1.4982 0.4918 0.9269
H 2.5706 -0.9010 0.6686
H 1.4396 -2.3530 -1.5335
H -2.3585 -0.9021 -1.3767
H 0.1625 -2.2493 0.5986
```



[7]
Computed, not measured: a 8-piece molecular cluster, C9H34N14O8 overall, with ωB97M-V with the def2-TZVPD basis set.

energy = -47133.639 eV
F_max = 3.81 eV/A
frontier orbital gap = 9.83 eV
SMILES = NC(N)=O.NC(N)=O.NC(N)=O.NC(N)=O.NC(N)=O.NC(N)=O.NC(N)=O.CCO

Geometry as XYZ:
```
65
C9H34N14O8 (ωB97M-V with the def2-TZVPD basis set)
C -0.1416 -2.6587 4.2298
C -0.2884 -1.4351 5.1811
O -0.3365 -0.1937 4.4459
H -0.7607 -3.4177 4.6432
H 0.8569 -2.8565 4.0680
H -0.6773 -2.4452 3.2472
H 0.5096 -1.4502 5.9230
H -1.2251 -1.6034 5.7390
H 0.5498 0.1861 4.3880
C -0.3043 -0.5136 -0.5354
O 0.9405 -0.2843 -0.5218
N -0.8780 -1.5693 0.1214
N -1.1021 0.3002 -1.1842
H -0.2406 -2.3121 0.4328
H -1.7919 -1.9534 -0.1573
H -2.1332 0.2315 -1.0392
H -0.6754 1.2133 -1.4267
C 5.9756 0.6741 -0.9512
O 4.9453 0.9507 -0.3730
N 7.0290 0.1112 -0.2192
N 6.2555 0.8516 -2.2683
H 7.9037 -0.0423 -0.6373
H 6.8520 0.1045 0.7665
H 7.1022 0.6765 -2.7647
H 5.4370 0.9732 -2.8740
C -3.6553 0.3670 3.4414
O -4.8646 0.3423 3.1925
N -2.7793 -0.4597 2.7489
N -3.0422 1.2928 4.2818
H -1.8110 -0.3876 2.8643
H -3.1177 -0.8303 1.8351
H -3.6831 1.7040 4.9197
H -2.0414 1.1352 4.4698
C 2.1468 0.7967 2.5518
O 2.2113 0.8322 3.7673
N 1.2177 1.5092 1.8378
N 3.0312 0.0405 1.8552
H 0.3386 1.8136 2.2766
H 1.1650 1.0704 0.9692
H 3.0250 -0.0103 0.8453
H 3.9961 0.0483 2.2520
C -1.8209 0.3534 -4.8207
O -2.8842 0.0152 -4.2768
N -1.3393 1.5825 -4.7324
N -1.0366 -0.5423 -5.5968
H -1.7318 2.1908 -4.0853
H -0.3637 1.7130 -5.0421
H -0.0449 -0.3889 -5.7022
H -1.4928 -1.4460 -5.7491
C -5.0636 -0.2718 -0.3114
O -3.8496 -0.3725 -0.2276
N -5.6246 -0.1846 -1.5847
N -5.9785 -0.2260 0.6656
H -6.6314 -0.1220 -1.6431
H -5.1832 -0.7505 -2.2651
H -6.9188 -0.3909 0.4297
H -5.6520 -0.1740 1.6406
C 2.3581 0.7846 -4.1234
O 2.1252 0.6994 -5.3486
N 2.8566 1.9106 -3.5363
N 2.0189 -0.2724 -3.2672
H 3.3555 2.4476 -4.2297
H 3.1388 1.9560 -2.5393
H 2.0589 -0.2381 -2.2669
H 1.7649 -1.0749 -3.7294
```



[8]
Computed, not measured: a 2-piece molecular cluster, C7H12FN2O2 overall, with ωB97M-V with the def2-TZVPD basis set.

charge = +1
energy = -17238.807 eV
F_max = 4.92 eV/A
frontier orbital gap = 9.53 eV

Geometry as XYZ:
```
24
C7H12FN2O2 (ωB97M-V with the def2-TZVPD basis set)
C -1.3025 0.4215 -1.9928
C -1.0792 1.2957 -2.9454
C 0.3377 1.6037 -3.0208
C 0.9932 0.6588 -1.9643
C -0.1727 -0.0208 -1.2713
C -0.0288 0.3279 0.3083
C -0.4703 2.8793 -0.0350
N 0.2746 -3.0886 1.7901
N -0.1187 1.6073 0.6241
O 0.9228 2.4168 -3.6775
O -0.0082 -0.5491 1.2352
F -1.9679 1.8295 -3.7322
H -2.3272 0.0088 -1.8315
H 1.6014 0.0052 -2.6444
H 1.7164 1.2696 -1.3004
H -0.0782 -1.0968 -1.2246
H -0.8067 2.6956 -1.0982
H -1.1123 3.3546 0.6118
H 0.4863 3.4750 -0.0081
H 0.0820 -3.5642 0.9060
H -0.4872 -3.3960 2.3854
H 0.1289 1.7204 1.5999
H 1.0643 -3.4733 2.2563
H 0.3060 -1.9216 1.5414
```



[9]
Computed, not measured: C34H28AsCoFIN2O4S2 as an isolated structure, with ωB97M-V with the def2-TZVPD basis set.

energy = -177837.634 eV
F_max = 0.60 eV/A
frontier orbital gap (spin up / spin down) = 7.19 / 7.23 eV

Geometry as XYZ:
```
74
C34H28AsCoFIN2O4S2 (ωB97M-V with the def2-TZVPD basis set)
Co 0.2276 0.9580 0.2941
S -0.1619 1.2732 2.4184
C -0.7382 -0.2436 3.1012
C -0.8945 -0.3137 4.4921
C -1.3618 -1.4706 5.0887
C -1.6891 -2.5890 4.3252
C -1.5378 -2.5337 2.9523
C -1.0547 -1.3764 2.3450
As -0.8639 -1.1845 0.4462
C -2.5429 -1.8795 -0.2155
C -3.6872 -1.1545 0.0915
C -4.9329 -1.6295 -0.2915
C -5.0346 -2.8258 -0.9896
C -3.8928 -3.5525 -1.2940
C -2.6456 -3.0839 -0.9022
C 0.4339 -2.4815 -0.1358
C 0.6286 -2.6566 -1.5051
C 1.6135 -3.5201 -1.9612
C 2.4148 -4.2010 -1.0520
C 2.2315 -4.0135 0.3108
C 1.2436 -3.1524 0.7711
H -0.6460 0.5522 5.0954
H -1.4754 -1.5030 6.1672
H -2.0608 -3.4893 4.8005
H -1.7995 -3.3882 2.3376
H -3.6049 -0.2232 0.6362
H -5.8226 -1.0590 -0.0563
H -6.0075 -3.1937 -1.2947
H -3.9706 -4.4905 -1.8306
H -1.7588 -3.6600 -1.1278
H 0.0186 -2.1097 -2.2160
H 1.7582 -3.6575 -3.0272
H 3.1848 -4.8761 -1.4080
H 2.8623 -4.5335 1.0210
H 1.1167 -2.9918 1.8343
F -6.4353 1.9932 -0.5930
C -5.0954 2.0745 -0.4968
C -4.3285 1.7729 -1.5979
C -2.9503 1.8623 -1.4863
C -2.3345 2.2497 -0.2950
C -0.8806 2.4922 -0.2395
C -3.1542 2.5003 0.8080
C -4.5360 2.4263 0.7109
H -4.8077 1.4771 -2.5234
H -2.3340 1.6537 -2.3553
H -0.6111 3.3006 0.4361
H -0.4808 2.6954 -1.2323
H -2.6946 2.7780 1.7465
H -5.1798 2.6459 1.5550
O 2.6307 -0.0002 0.9789
C 2.8415 1.1728 0.6829
N 1.8476 2.0237 0.3659
S 2.3714 3.4165 -0.3109
O 2.1495 3.3762 -1.7402
O 1.9190 4.5757 0.3903
C 4.0850 3.0769 0.0089
C 5.1899 3.8648 -0.2362
C 6.4329 3.3334 0.0904
C 6.5469 2.0573 0.6364
C 5.4218 1.2766 0.8730
C 4.1859 1.8093 0.5544
H 5.0915 4.8575 -0.6611
H 7.3266 3.9221 -0.0779
H 7.5295 1.6728 0.8832
H 5.4927 0.2838 1.3008
N 2.8357 0.2960 -2.4330
C 1.5670 0.7114 -2.4776
O 0.7809 0.4207 -1.5740
C 1.1114 1.4679 -3.6926
I -0.2466 0.2223 -4.7686
H 3.1349 -0.1994 -1.6031
H 3.5204 0.6072 -3.0990
H 1.9224 1.7246 -4.3655
H 0.5841 2.3630 -3.3834
```



[10]
Computed, not measured: a 5-piece molecular cluster, C35H31N3O10 overall, with ωB97M-V with the def2-TZVPD basis set.

energy = -61737.030 eV
F_max = 0.90 eV/A
frontier orbital gap = 8.13 eV
SMILES = [H]/N=C/C[C@H](C#N)[C@H](C#N)CCOC(=O)CC.O=C1C=CC(=O)C=C1.O=C1C=CC(=O)C=C1.O=C1C=CC(=O)C=C1.O=C1C=CC(=O)C=C1

Geometry as XYZ:
```
79
C35H31N3O10 (ωB97M-V with the def2-TZVPD basis set)
C 1.7308 -2.1205 0.5414
C 2.1067 -0.7324 0.0047
C 1.2306 -0.4283 -1.1750
O 1.6116 -0.2741 -2.3023
O -0.1188 -0.3629 -0.8702
C -0.5914 0.9907 -0.8096
C -2.1041 0.9105 -0.7474
C -2.5554 0.4019 0.6413
C -3.6997 1.1821 1.1200
N -4.4922 1.8946 1.5390
C -2.8574 -1.1158 0.6725
C -3.1993 -1.4967 2.0504
N -3.4322 -1.8635 3.1121
C -3.9814 -1.5506 -0.2890
C -3.4125 -1.9905 -1.6129
N -2.4905 -2.8647 -1.6493
H 2.1733 -2.9362 -0.0282
H 0.6441 -2.1906 0.5406
H 2.0371 -2.2365 1.5744
H 1.8548 0.0118 0.7651
H 3.1386 -0.6332 -0.2905
H -0.2528 1.5577 -1.6793
H -0.1883 1.4958 0.0685
H -2.4109 0.2531 -1.5585
H -2.5146 1.8959 -0.9646
H -1.7281 0.5711 1.3335
H -1.9593 -1.6793 0.4164
H -4.4406 -2.4436 0.1398
H -4.7752 -0.8130 -0.3951
H -3.7715 -1.5588 -2.5465
H -2.2084 -3.0430 -2.6102
C 1.5409 5.4728 -1.1850
C 1.2271 6.6749 -1.6600
C -0.1485 7.2200 -1.5291
O -0.4354 8.3133 -1.9632
C -1.1595 6.3722 -0.8463
C -0.8447 5.1703 -0.3716
C 0.5302 4.6286 -0.5036
O 0.8160 3.5312 -0.0695
H 2.5359 5.0547 -1.2705
H 1.9481 7.3086 -2.1601
H -2.1551 6.7884 -0.7605
H -1.5665 4.5366 0.1297
C -4.4635 1.7134 -5.5605
C -4.4721 1.8054 -6.8874
C -3.8657 0.7485 -7.7367
O -3.8713 0.8318 -8.9443
C -3.2509 -0.4150 -7.0472
C -3.2433 -0.5054 -5.7205
C -3.8498 0.5510 -4.8745
O -3.8446 0.4687 -3.6625
H -4.8988 2.4716 -4.9220
H -4.9151 2.6440 -7.4090
H -2.8145 -1.1735 -7.6843
H -2.7983 -1.3436 -5.1991
C 6.8848 0.1957 3.9317
C 6.3723 -0.5205 2.9349
C 5.0707 -0.1614 2.3187
O 4.6014 -0.8153 1.4111
C 4.3629 1.0280 2.8551
C 4.8752 1.7445 3.8518
C 6.1772 1.3858 4.4689
O 6.6454 2.0390 5.3751
H 7.8318 -0.0481 4.3961
H 6.8715 -1.3905 2.5274
H 3.4159 1.2738 2.3912
H 4.3758 2.6146 4.2585
C 2.6510 -5.9531 4.3485
C 2.5105 -4.7564 3.7857
C 1.1951 -4.0699 3.7598
O 1.0653 -2.9796 3.2444
C 0.0429 -4.7653 4.3837
C 0.1837 -5.9621 4.9473
C 1.4985 -6.6506 4.9752
O 1.6295 -7.7399 5.4892
H 3.5996 -6.4738 4.3789
H 3.3366 -4.2303 3.3233
H -0.9060 -4.2438 4.3518
H -0.6425 -6.4878 5.4085
```